Computed, not measured: C32H70Ca3N2O13P2 as an isolated structure in a non-equilibrium geometry, with ωB97M-V/def2-TZVPD.

Cartesian coordinates (Å):
Ca -0.070 -2.162 -2.194
Ca 2.242 -0.805 1.416
Ca -1.094 -3.616 0.745
P -0.539 -4.892 -1.891
O -0.427 -4.035 -3.191
O -1.810 -4.544 -1.087
O 0.419 -4.035 -0.983
O 0.138 -6.249 -1.772
P -0.093 -0.988 0.439
O 1.097 -1.156 -0.543
O 0.142 0.322 1.146
O 0.359 -2.086 1.390
O -1.255 -1.557 -0.353
C -3.600 2.986 3.729
C -2.811 2.854 2.450
C -1.492 2.278 2.957
O -1.365 2.679 4.330
C -2.546 3.400 4.736
H -3.960 1.994 4.016
H -4.451 3.667 3.707
H -2.613 3.794 1.930
H -3.313 2.180 1.753
H -0.647 2.629 2.363
H -1.488 1.186 2.907
H -2.301 4.465 4.723
H -2.831 3.148 5.758
C -4.359 -0.666 -3.179
C -4.259 -1.910 -4.057
C -3.025 -2.579 -3.498
O -2.115 -1.514 -3.192
C -2.897 -0.359 -2.800
H -4.914 -0.853 -2.258
H -4.812 0.150 -3.742
H -4.184 -1.675 -5.119
H -5.133 -2.550 -3.924
H -2.579 -3.224 -4.253
H -3.232 -3.197 -2.621
H -2.566 0.474 -3.423
H -2.759 -0.159 -1.739
C -5.086 -1.849 1.097
C -4.028 -0.964 1.796
C -3.071 -2.025 2.321
O -3.172 -3.117 1.385
C -4.159 -2.819 0.396
H -5.722 -1.312 0.396
H -5.654 -2.303 1.912
H -4.425 -0.349 2.601
H -3.515 -0.426 0.995
H -3.334 -2.399 3.316
H -2.063 -1.604 2.414
H -4.717 -3.680 0.027
H -3.689 -2.372 -0.483
C 2.161 -2.335 5.705
C 1.127 -1.226 5.779
C 0.700 -1.064 4.342
O 1.926 -1.207 3.604
C 2.753 -2.178 4.288
H 1.760 -3.336 5.856
H 2.972 -2.213 6.423
H 1.580 -0.304 6.150
H 0.265 -1.462 6.402
H 0.229 -0.111 4.107
H 0.018 -1.869 4.054
H 3.763 -1.770 4.357
H 2.763 -3.086 3.680
C 0.070 3.465 -0.911
C -0.205 4.491 -1.995
C -0.881 3.679 -3.083
O -1.671 2.753 -2.362
C -1.086 2.456 -1.098
H 0.141 3.895 0.088
H 1.054 3.036 -1.129
H 0.684 5.027 -2.340
H -0.864 5.300 -1.661
H -0.119 3.241 -3.736
H -1.536 4.322 -3.670
H -0.765 1.418 -1.032
H -1.812 2.642 -0.302
C 5.460 0.169 3.281
C 4.206 1.035 3.247
N 3.470 1.119 1.981
C 4.388 1.290 0.853
C 3.712 1.411 -0.502
C 2.367 2.072 2.162
C 2.753 3.527 2.447
H 6.300 0.619 2.753
H 5.297 -0.788 2.766
H 5.739 -0.051 4.309
H 3.530 0.754 4.057
H 4.564 2.016 3.594
H 5.065 2.126 1.081
H 5.053 0.421 0.811
H 3.115 2.312 -0.628
H 4.448 1.385 -1.304
H 3.048 0.548 -0.641
H 1.645 1.722 2.904
H 1.736 2.058 1.267
H 3.524 3.926 1.789
H 3.075 3.632 3.483
H 1.842 4.116 2.335
C -0.032 -2.190 -5.899
C 0.303 -0.840 -5.249
N 1.099 -1.020 -4.017
C 2.388 -1.672 -4.265
C 3.294 -1.748 -3.069
C 1.207 0.333 -3.420
C 2.008 1.366 -4.238
H -0.470 -2.893 -5.185
H 0.904 -2.601 -6.277
H -0.734 -2.140 -6.732
H 0.897 -0.296 -5.990
H -0.617 -0.293 -5.058
H 2.155 -2.666 -4.648
H 2.920 -1.177 -5.094
H 4.168 -2.356 -3.312
H 3.680 -0.793 -2.702
H 2.820 -2.238 -2.212
H 1.544 0.347 -2.384
H 0.193 0.744 -3.357
H 3.044 1.071 -4.421
H 2.097 2.308 -3.687
H 1.548 1.598 -5.197

Output
Orbital gap ... 5.378 eV
Energy above the lowest of the compared OMol25 structures with the same formula, charge and spin ... 44.0 kcal/mol
HOMO level ... -5.73 eV